(1)
14
Properties=species:S:1:pos:R:3:nbo_charge:R:1 method="wB97M-V/def2-TZVPD" largest_force_ha_per_bohr=0.151 mol_weight_da=73.12 homo_lumo_gap_ev=8.99 charge=+1 energy_ha=-228.8165 e_above_lowest_ev=4.635
C 1.06 0.38 -0.44 0.466
C 1.69 -0.48 0.54 -0.738
C -1.07 -0.26 -0.63 -0.416
N 1.56 1.12 -1.29 -0.576
N -1.75 0.07 0.69 -0.708
H 1.23 -1.37 0.62 0.233
H 2.78 -0.71 0.17 0.282
H 1.72 -0.11 1.66 0.264
H -1.12 0.52 -1.45 0.232
H -1.05 -1.20 -0.99 0.219
H 1.13 1.67 -2.03 0.415
H -1.38 0.61 1.45 0.439
H -2.01 -0.83 1.11 0.443
H -2.77 0.59 0.60 0.445


(2)
36
Properties=species:S:1:pos:R:3:nbo_charge:R:1 method="wB97M-V/def2-TZVPD" largest_force_ha_per_bohr=0.026 mol_weight_da=243.67 homo_lumo_gap_ev=10.03 energy_ha=-838.6437
C 4.63 -1.42 -0.83 -1.013
B 3.19 -1.13 -1.33 1.158
O 2.30 -2.12 -1.74 -0.885
B 1.22 -2.05 -0.88 0.954
O 0.58 -0.83 -0.80 -0.892
B 1.53 0.13 -0.49 0.948
O 2.65 0.16 -1.31 -0.888
H 4.54 -1.85 0.17 0.252
H 5.17 -2.14 -1.44 0.248
H 5.19 -0.49 -0.72 0.242
H 0.90 -2.98 -0.21 -0.080
H 1.44 0.83 0.47 -0.054
C -4.07 -4.48 0.10 -0.721
C -2.69 -3.88 -0.08 0.676
O -1.78 -4.11 0.70 -0.624
N -2.49 -3.07 -1.16 -0.617
C -3.44 -2.70 -2.19 -0.410
H -4.06 -5.09 0.99 0.245
H -4.81 -3.69 0.21 0.224
H -4.33 -5.10 -0.76 0.224
H -1.55 -2.71 -1.22 0.402
H -3.08 -3.01 -3.17 0.196
H -3.57 -1.61 -2.20 0.197
H -4.41 -3.15 -2.00 0.209
C 0.42 4.02 0.30 -0.721
C 0.83 3.63 1.70 0.679
O 1.14 2.49 1.99 -0.625
N 0.82 4.61 2.65 -0.616
C 0.48 6.01 2.49 -0.411
H 0.48 3.14 -0.34 0.242
H -0.60 4.41 0.28 0.226
H 1.10 4.78 -0.10 0.227
H 1.10 4.28 3.56 0.401
H 1.33 6.63 2.77 0.198
H -0.36 6.26 3.14 0.198
H 0.20 6.23 1.47 0.211


(3)
57
Properties=species:S:1:pos:R:3:mulliken_spin:R:1 method="wB97M-V/def2-TZVPD" largest_force_ha_per_bohr=0.210 mol_weight_da=342.29 homo_lumo_gap_ev="9.99 / 1.86" charge=+1 multiplicity=2 energy_ha=-1451.7095 e_above_lowest_ev=5.799
O -1.71 -1.26 4.09 0.000
H -1.05 -0.85 4.69 0.000
H -1.65 -2.19 4.11 0.000
O 3.45 -0.27 -2.46 0.001
H 2.54 -0.21 -2.61 0.000
H 3.96 -0.52 -3.11 0.000
O -3.84 -1.97 1.38 0.000
H -4.67 -1.92 1.27 0.000
H -3.52 -1.45 0.59 0.000
O 3.28 2.18 0.13 0.000
H 3.37 2.33 1.10 0.000
H 4.11 2.00 -0.27 0.000
O -0.26 1.07 1.88 0.020
H -1.17 0.89 2.30 0.000
H -0.18 2.10 1.69 -0.002
O 1.74 -4.33 1.93 0.196
H 0.84 -4.35 1.50 -0.007
H 1.67 -3.39 2.29 -0.008
O 3.80 -3.25 0.52 0.004
H 4.13 -2.72 -0.19 0.001
H 2.90 -3.03 0.21 0.000
O -1.95 3.62 0.53 0.001
H -2.46 4.49 0.49 0.000
H -1.06 3.87 0.54 0.000
O 1.14 0.04 0.45 0.019
H 2.01 0.13 0.73 -0.001
H 1.26 0.19 -0.51 -0.001
O -0.75 3.60 -3.78 0.215
H -0.19 2.77 -3.98 -0.011
H -1.46 3.19 -3.17 -0.008
O -3.84 0.91 -2.37 0.000
H -4.67 0.54 -1.90 0.000
H -3.73 1.88 -1.93 0.000
O 3.07 1.44 2.63 0.000
H 2.94 1.02 1.75 0.000
H 2.29 2.00 2.81 0.000
O -4.46 -2.31 -1.03 0.001
H -4.15 -1.48 -1.48 0.000
H -3.58 -2.62 -0.93 0.000
O -1.97 -3.99 2.67 0.030
H -1.90 -3.32 3.37 -0.001
H -2.78 -3.78 2.29 -0.001
O 1.25 1.36 -4.54 0.249
H 1.40 0.88 -3.71 -0.006
H 0.42 0.80 -4.77 -0.010
O 0.26 -1.85 -1.78 0.001
H -0.46 -1.91 -1.12 -0.001
H 1.02 -1.66 -1.10 -0.001
O 0.99 1.99 -2.15 0.239
H 0.60 2.90 -1.95 -0.004
H 1.86 2.19 -1.65 -0.006
O -0.91 -2.13 1.07 0.072
H -1.15 -2.05 1.94 -0.002
H -0.17 -1.39 0.72 0.000
O 0.80 3.42 0.20 0.021
H 0.90 2.53 0.26 0.001
H 1.71 3.86 0.35 -0.001


(4)
17
Properties=species:S:1:pos:R:3:nbo_charge:R:1 method="wB97M-V/def2-TZVPD" largest_force_ha_per_bohr=0.077 mol_weight_da=144.06 homo_lumo_gap_ev=11.32 energy_ha=-799.2368 e_above_lowest_ev=0.817
C -1.12 -1.08 1.68 -0.250
O -1.95 -0.49 0.70 -0.799
P -1.35 0.51 -0.43 2.530
O -1.13 1.89 0.07 -1.086
O -2.27 0.37 -1.72 -0.988
O 0.01 -0.26 -0.94 -0.800
C 0.75 0.43 -1.83 -0.252
H -1.68 -1.46 2.55 0.204
H -0.47 -0.25 2.01 0.189
H -0.48 -1.89 1.29 0.185
H -2.13 1.09 -2.39 0.527
H 0.19 0.99 -2.60 0.161
H 1.36 -0.34 -2.33 0.193
H 1.43 1.14 -1.33 0.185
O 3.05 -0.40 2.10 -0.941
H 3.43 0.43 1.73 0.471
H 2.37 -0.67 1.44 0.470


(5)
24
Properties=species:S:1:pos:R:3:nbo_charge:R:1 method="wB97M-V/def2-TZVPD" largest_force_ha_per_bohr=0.096 mol_weight_da=188.25 homo_lumo_gap_ev=9.85 charge=+2 energy_ha=-931.4069 e_above_lowest_ev=0.019
C -0.45 -3.36 -0.48 0.369
C -0.17 -0.98 0.30 0.817
C 0.76 4.25 -0.15 0.375
C -1.03 -3.73 0.84 -0.473
C -0.29 -2.87 1.87 -0.216
C 0.49 -1.59 -2.03 -0.427
C 0.51 6.59 -0.24 -0.232
N -0.47 -1.43 1.48 -0.584
N -0.07 -2.13 -0.73 -0.318
O -0.03 0.17 0.00 -0.606
O 1.28 5.33 -0.04 -0.375
S 0.37 2.79 -0.07 0.515
H -0.41 -4.06 -1.21 0.227
H -2.03 -3.54 0.74 0.271
H -0.68 -4.71 0.96 0.267
H -0.74 -3.14 2.80 0.259
H 0.70 -3.20 1.92 0.223
H 0.15 -2.37 -2.73 0.235
H 1.49 -1.35 -2.09 0.252
H 0.11 -0.57 -2.30 0.265
H 0.94 7.38 0.41 0.262
H -0.48 6.48 -0.29 0.218
H 0.90 6.85 -1.16 0.226
H -0.83 -0.80 2.20 0.449


(6)
48
Properties=species:S:1:pos:R:3:mulliken_spin:R:1 method="wB97M-V/def2-TZVPD" largest_force_ha_per_bohr=0.112 mol_weight_da=459.22 homo_lumo_gap_ev="5.95 / 5.68" multiplicity=5 energy_ha=-2847.8180
C 1.57 5.68 3.07 0.003
C 2.66 4.90 2.67 -0.001
C 2.48 3.81 1.81 -0.004
C 1.19 3.47 1.36 0.026
P 0.88 2.06 0.22 0.027
C 2.08 2.44 -1.12 0.010
C 3.15 1.58 -1.39 0.025
C 4.03 1.87 -2.44 0.004
C 3.83 3.01 -3.24 0.000
C 2.74 3.86 -2.97 0.001
C 1.87 3.58 -1.92 -0.001
C 1.38 0.52 0.93 0.518
C 0.60 -0.61 1.05 0.024
N 0.05 -1.63 1.25 0.390
O -0.53 2.07 -0.27 0.006
C 0.10 4.25 1.77 -0.003
C 0.29 5.35 2.61 -0.001
H 1.71 6.54 3.74 0.000
H 3.66 5.15 3.02 0.000
H 3.34 3.24 1.49 0.000
H 3.28 0.69 -0.78 -0.028
H 4.87 1.21 -2.64 0.000
H 4.51 3.24 -4.06 0.000
H 2.58 4.75 -3.58 0.000
H 1.03 4.24 -1.72 0.000
H 2.30 0.56 1.52 0.006
H -0.90 4.01 1.41 0.000
H -0.57 5.95 2.91 0.000
O -3.75 -5.71 -2.96 -0.042
C -3.52 -5.19 -1.95 -0.005
Fe -3.46 -4.46 -0.33 2.145
C -4.93 -3.54 -0.64 0.094
O -5.99 -3.17 -0.97 0.029
C -4.41 -5.80 0.27 -0.005
O -5.19 -6.65 0.47 -0.037
C -1.80 -3.00 -0.86 0.409
C -0.89 -4.17 -0.89 0.011
C -1.60 -5.24 -0.12 0.169
C -2.03 -4.90 1.19 -0.009
C -2.44 -3.59 1.42 0.334
C -2.49 -2.71 0.31 -0.092
H -1.85 -2.33 -1.73 -0.016
H -0.62 -4.48 -1.92 0.008
H 0.07 -3.93 -0.39 0.038
H -1.41 -6.28 -0.39 -0.013
H -2.10 -5.66 1.97 0.005
H -2.80 -3.25 2.40 -0.003
H -2.97 -1.73 0.44 -0.024


(7)
115
Properties=species:S:1:pos:R:3:mulliken_spin:R:1 method="wB97M-V/def2-TZVPD" largest_force_ha_per_bohr=0.052 mol_weight_da=1102.23 homo_lumo_gap_ev="5.72 / 4.40" charge=+4 multiplicity=2 energy_ha=-3828.1950 e_above_lowest_ev=0.000
Ir 0.67 1.18 -0.72 0.502
C -4.69 4.58 3.51 0.000
C -4.28 3.15 3.82 0.000
N -2.98 2.79 3.18 0.001
C -3.01 2.12 2.04 -0.002
C -1.89 1.77 1.31 -0.011
C -2.19 0.98 0.08 0.021
O -3.31 0.67 -0.21 0.035
O -1.18 0.60 -0.73 0.106
C -0.62 2.15 1.79 -0.001
O 0.50 1.91 1.19 -0.012
C -0.58 2.86 3.05 -0.008
C 0.64 3.25 3.61 -0.002
C 0.67 3.92 4.80 0.000
F 1.86 4.21 5.34 0.000
C -0.50 4.28 5.50 0.002
C -1.71 3.90 4.93 0.002
C -1.76 3.18 3.73 -0.002
N -0.49 5.01 6.70 0.000
C 0.63 5.87 7.06 0.000
C 0.13 7.03 7.90 0.000
N -0.58 6.50 9.12 0.000
C -1.70 5.57 8.75 0.000
C -1.16 4.46 7.87 0.000
H -5.63 4.79 4.02 0.000
H -4.85 4.71 2.44 0.000
H -3.95 5.30 3.84 0.000
H -5.01 2.44 3.45 0.000
H -4.18 2.96 4.89 0.000
H -3.98 1.83 1.66 0.001
H 1.57 3.00 3.12 0.000
H -2.62 4.20 5.42 0.000
H 1.08 6.30 6.16 0.000
H 1.41 5.33 7.59 0.000
H -0.60 7.63 7.36 0.000
H 0.95 7.66 8.24 0.000
H -0.94 7.27 9.69 0.000
H 0.09 6.00 9.72 0.000
H -2.44 6.17 8.22 0.000
H -2.14 5.18 9.66 0.000
H -1.99 3.82 7.57 0.000
H -0.47 3.83 8.45 0.000
C 3.12 5.36 -2.53 0.006
N 2.65 4.19 -3.28 0.018
C 2.53 4.15 -4.66 0.012
C 2.04 2.94 -4.97 0.020
N 1.87 2.23 -3.78 0.015
C 2.24 3.03 -2.76 -0.012
S 2.14 2.80 -1.05 0.203
C 1.47 0.87 -3.73 -0.001
C 1.82 0.08 -4.83 0.007
C 1.43 -1.26 -4.83 -0.001
C 0.62 -1.68 -3.80 0.008
C 0.55 -0.93 -2.63 -0.010
N 0.86 0.42 -2.65 -0.024
H 3.68 6.00 -3.21 0.001
H 3.78 5.05 -1.73 -0.002
H 2.27 5.91 -2.13 0.000
H 2.78 4.98 -5.29 0.002
H 1.77 2.53 -5.93 0.003
H 2.42 0.48 -5.64 0.000
H 1.45 -1.82 -5.76 0.000
H 0.14 -2.65 -3.82 0.001
H -0.29 -1.15 -1.99 0.006
C -0.23 -1.39 2.09 -0.009
N 0.27 -1.84 0.78 0.003
P -0.64 -3.13 -0.12 -0.002
C -2.29 -3.02 0.62 0.004
C -3.26 -2.32 -0.10 0.000
C -4.56 -2.26 0.36 0.001
C -4.91 -2.90 1.54 0.000
C -3.95 -3.62 2.26 0.000
C -2.65 -3.68 1.80 0.001
C 0.05 -4.63 0.64 0.003
C 0.80 -4.70 1.81 0.004
C 1.26 -5.93 2.27 -0.001
C 0.97 -7.09 1.56 0.001
C 0.23 -7.03 0.39 0.000
C -0.22 -5.80 -0.07 0.003
P 1.45 -0.93 0.11 0.156
C 2.07 -1.71 -1.39 -0.014
C 3.20 -0.99 -1.93 -0.003
C 3.76 -1.46 -3.08 0.005
C 3.21 -2.62 -3.65 -0.003
C 2.68 -3.58 -2.75 0.001
C 2.16 -3.12 -1.56 -0.003
C 2.81 -0.75 1.25 -0.032
C 3.36 -1.95 1.71 0.001
C 4.50 -1.92 2.50 0.001
C 5.09 -0.70 2.83 0.001
C 4.54 0.49 2.37 -0.004
C 3.40 0.47 1.58 0.015
H -0.39 -2.25 2.74 0.002
H -1.19 -0.89 1.98 0.004
H 0.49 -0.72 2.57 0.001
H -2.99 -1.84 -1.03 -0.001
H -5.31 -1.72 -0.21 0.000
H -5.93 -2.87 1.89 0.000
H -4.23 -4.14 3.16 0.000
H -1.92 -4.27 2.34 0.000
H 1.02 -3.81 2.39 -0.001
H 1.83 -5.98 3.18 0.000
H 1.33 -8.05 1.92 0.000
H 0.00 -7.93 -0.16 0.000
H -0.80 -5.75 -0.99 0.000
H 3.55 -0.08 -1.45 -0.003
H 4.56 -0.94 -3.58 0.000
H 3.63 -2.97 -4.58 0.000
H 2.70 -4.63 -3.00 0.000
H 1.81 -3.81 -0.81 -0.002
H 2.91 -2.90 1.45 0.000
H 4.93 -2.84 2.85 0.000
H 5.98 -0.69 3.44 0.000
H 5.01 1.43 2.63 0.000
H 2.98 1.40 1.23 -0.011


(8)
15
Properties=species:S:1:pos:R:3:nbo_charge:R:1 method="wB97M-V/def2-TZVPD" largest_force_ha_per_bohr=0.071 mol_weight_da=96.13 homo_lumo_gap_ev=10.50 energy_ha=-304.7011 e_above_lowest_ev=3.657
C -0.10 -1.15 0.89 -0.631
C -0.04 -0.16 -0.27 0.085
C -0.69 1.26 -0.06 -0.500
C -0.82 1.59 1.31 0.201
N -0.44 1.71 2.41 -0.344
C 1.09 -0.23 -1.21 -0.248
N -0.22 -0.72 -1.63 -0.584
H 0.17 -0.66 1.83 0.244
H -1.09 -1.60 1.02 0.218
H 0.62 -1.98 0.73 0.216
H -1.32 1.53 -0.90 0.276
H -0.22 2.41 0.18 0.312
H 1.89 -0.94 -0.98 0.197
H 1.40 0.68 -1.70 0.200
H -0.24 -1.74 -1.60 0.358


(9)
15
Properties=species:S:1:pos:R:3:nbo_charge:R:1 method="wB97M-V/def2-TZVPD" largest_force_ha_per_bohr=0.020 mol_weight_da=129.18 homo_lumo_gap_ev=9.14 energy_ha=-722.8191 e_above_lowest_ev=2.693
C -1.15 1.60 -0.55 -0.360
C -1.49 0.34 -0.32 -0.214
C -0.68 -0.66 0.47 0.045
C 0.61 -0.13 1.10 -0.506
C 1.61 -0.32 0.00 0.094
S 3.07 0.42 -0.23 -0.171
N 1.05 -1.21 -0.83 -0.291
O -0.19 -1.69 -0.44 -0.347
H -0.26 2.06 -0.14 0.201
H -1.78 2.25 -1.17 0.208
H -2.39 -0.08 -0.71 0.208
H -1.31 -1.18 1.16 0.210
H 0.57 0.90 1.45 0.253
H 0.94 -0.78 1.93 0.249
H 1.39 -1.54 -1.73 0.421


(10)
9
Properties=species:S:1:pos:R:3:nbo_charge:R:1 method="wB97M-V/def2-TZVPD" largest_force_ha_per_bohr=0.137 mol_weight_da=124.10 homo_lumo_gap_ev=7.68 charge=-1 energy_ha=-793.0335 e_above_lowest_ev=7.150
C -0.34 0.52 0.27 -0.399
N -1.06 -0.58 0.61 0.393
O 2.23 0.90 -1.01 -0.986
O -1.27 -0.55 1.82 -0.467
O -1.43 -1.51 -0.11 -0.443
O 1.84 -1.31 -0.17 -0.974
S 1.35 -0.25 -1.02 1.632
H -0.45 1.51 0.90 0.229
H -0.88 1.28 -1.28 0.016


(11)
17
Properties=species:S:1:pos:R:3:nbo_charge:R:1 method="wB97M-V/def2-TZVPD" largest_force_ha_per_bohr=0.094 mol_weight_da=111.14 homo_lumo_gap_ev=9.33 energy_ha=-363.9229 e_above_lowest_ev=2.759
H -2.16 -0.47 -1.66 0.348
N -1.36 -1.02 -1.33 -0.604
C -0.72 -0.49 -0.40 0.204
C -0.69 0.77 0.32 -0.028
C 0.31 1.64 0.01 -0.424
C -1.26 0.67 1.70 -0.651
C 0.85 -0.87 0.06 0.587
C 1.61 -1.22 -1.19 -0.719
O 1.12 -1.25 1.17 -0.544
H 0.51 2.47 0.68 0.204
H 0.62 1.81 -1.01 0.205
H -2.27 0.26 1.68 0.222
H -1.29 1.65 2.17 0.222
H -0.63 0.01 2.30 0.256
H 2.61 -1.56 -0.94 0.232
H 1.09 -2.03 -1.71 0.261
H 1.66 -0.37 -1.87 0.230


(12)
60
Properties=species:S:1:pos:R:3:mulliken_spin:R:1 method="wB97M-V/def2-TZVPD" largest_force_ha_per_bohr=0.022 mol_weight_da=968.74 homo_lumo_gap_ev="6.95 / 6.37" multiplicity=6 energy_ha=-3304.8334 e_above_lowest_ev=1.312
Ru 0.31 0.40 -0.06 2.992
C 3.43 -2.45 -0.48 0.001
C 2.74 -1.24 -0.57 0.005
N 2.06 -0.73 0.46 0.061
C 2.09 -1.39 1.65 -0.010
C 2.85 -2.54 1.85 -0.004
C 3.49 -3.10 0.73 0.008
C 2.91 -3.13 3.16 0.003
C 2.28 -2.55 4.21 -0.003
C 1.47 -1.38 4.02 -0.002
C 0.80 -0.71 5.06 -0.004
C 0.05 0.40 4.77 0.006
C -0.07 0.81 3.43 0.017
N 0.51 0.18 2.45 0.120
C 1.31 -0.86 2.74 -0.015
H 3.92 -2.85 -1.36 0.000
H 2.74 -0.66 -1.48 0.003
H 4.01 -4.04 0.83 0.000
H 3.49 -4.04 3.29 0.000
H 2.37 -2.97 5.20 0.000
H 0.90 -1.07 6.07 0.000
H -0.45 0.95 5.55 0.000
H -0.66 1.69 3.18 -0.005
S -2.56 2.47 -3.01 0.014
C -2.70 3.27 -1.40 0.067
C -4.06 3.71 -0.97 0.246
C -4.41 3.60 0.32 -0.063
C -3.57 2.93 1.26 0.390
C -2.44 2.24 0.84 -0.171
C -2.05 2.32 -0.47 0.346
N -1.23 1.36 -1.09 0.031
C -1.43 1.30 -2.39 0.067
C -0.90 0.30 -3.29 0.024
C -1.17 0.39 -4.67 0.020
C -0.79 -0.59 -5.54 0.002
C -0.13 -1.72 -5.02 0.026
C 0.14 -1.84 -3.68 -0.021
C -0.23 -0.82 -2.80 0.033
H -4.67 4.23 -1.70 0.010
H -5.35 4.01 0.66 -0.001
H -3.88 2.86 2.30 0.016
H -1.93 1.54 1.49 -0.026
H -1.69 1.26 -5.06 0.000
H -0.99 -0.51 -6.59 0.001
H 0.17 -2.52 -5.69 0.002
H 0.63 -2.71 -3.27 0.001
F 0.80 4.83 0.45 0.000
Te 1.06 3.40 -0.79 0.019
F 1.87 4.21 -2.31 0.011
F 2.80 3.52 -0.16 0.001
F -1.93 4.47 -1.49 0.050
F 1.77 1.61 -1.60 0.054
O 0.85 2.01 0.68 0.450
F -1.34 -0.87 0.56 0.132
Te -0.31 -2.99 0.25 -0.001
F 0.11 -3.91 -1.40 0.000
F 0.18 -4.71 0.87 0.000
F -2.01 -3.28 -0.41 0.000
F -1.20 -3.11 1.94 0.000
O 0.06 -1.00 -1.51 0.095


(13)
19
Properties=species:S:1:pos:R:3:nbo_charge:R:1 method="wB97M-V/def2-TZVPD" largest_force_ha_per_bohr=0.053 mol_weight_da=91.15 homo_lumo_gap_ev=9.36 energy_ha=-290.1565 e_above_lowest_ev=1.099
C 1.92 0.16 -0.56 -0.429
N 0.83 0.53 0.43 -0.629
C -0.57 0.77 -0.01 -0.050
C -0.60 1.99 -0.95 -0.628
C -1.12 -0.44 -0.78 -0.625
H 1.55 -0.61 -1.22 0.196
H 2.14 1.00 -1.21 0.163
H 2.74 -0.03 0.12 0.213
H 1.19 1.36 0.89 0.343
H -1.05 0.88 0.96 0.198
H -1.60 2.23 -1.32 0.210
H -0.16 2.88 -0.50 0.207
H 0.02 1.77 -1.82 0.201
H -2.19 -0.33 -0.97 0.213
H -0.50 -0.40 -1.67 0.199
H -1.09 -1.46 -0.39 0.217
O -0.12 -3.30 3.01 -0.933
H -0.48 -4.13 3.38 0.465
H -0.90 -2.88 2.61 0.468


(14)
12
Properties=species:S:1:pos:R:3:nbo_charge:R:1 method="wB97M-V/def2-TZVPD" largest_force_ha_per_bohr=0.105 mol_weight_da=93.11 homo_lumo_gap_ev=8.92 charge=+1 energy_ha=-302.4779 e_above_lowest_ev=5.604
C 0.38 1.13 0.06 0.117
C 2.63 0.75 -0.23 0.524
C 1.22 -1.07 0.36 0.127
C -0.87 0.62 0.00 0.283
C -2.28 0.63 -0.09 -0.721
N 0.26 -0.22 0.28 -0.274
N 2.44 -0.48 -0.03 -0.699
H 1.03 -2.20 0.48 0.276
H -2.85 0.38 0.71 0.282
H -2.58 -0.12 -0.86 0.283
H -2.69 1.52 -0.67 0.306
H 3.33 -0.95 -0.01 0.496


(15)
28
Properties=species:S:1:pos:R:3:nbo_charge:R:1 method="wB97M-V/def2-TZVPD" largest_force_ha_per_bohr=0.085 mol_weight_da=185.23 homo_lumo_gap_ev="8.31 / 8.31" energy_ha=-624.5811 e_above_lowest_ev=3.479
C -3.23 -1.21 -1.59 -0.120
C 0.30 0.85 0.33 0.681
C 1.95 2.62 0.62 -0.593
C 1.57 1.64 -1.63 -0.588
C 2.78 0.18 0.01 -0.598
C -1.39 -0.82 0.32 0.277
C 1.68 1.29 -0.11 -0.137
N -1.99 -1.20 -1.60 -0.417
N -1.37 -2.01 1.08 -0.346
N -2.51 -2.50 1.38 0.040
N -2.52 -3.46 2.21 -0.552
N -0.13 -0.34 0.01 -0.632
O -0.46 1.67 0.81 -0.632
H -3.82 -1.41 -2.53 0.161
H -3.83 -0.89 -0.78 0.151
H 1.38 3.37 0.16 0.222
H 2.95 3.03 0.35 0.193
H 1.96 2.70 1.65 0.221
H 0.74 2.30 -1.86 0.220
H 1.32 0.70 -2.16 0.203
H 2.45 2.13 -1.92 0.212
H 3.57 0.38 -0.81 0.218
H 2.13 -0.72 -0.23 0.196
H 3.23 0.22 1.04 0.225
H -2.12 -0.11 0.61 0.215
H -1.70 -3.94 2.72 0.381
H -3.44 -3.64 2.61 0.387
H 0.47 -0.82 -0.68 0.412